Entry w
Below is a 2-piece molecular cluster, C5H8NO overall, with properties calculated with wB97M-V/def2-TZVPD.

spin multiplicity: 1
gap between HOMO and LUMO: 9.2 eV
total charge: +1

Last column: Löwdin charge in e.
Positions of all 15 atoms, in Å:
C  0.7840  2.0180  0.2585  0.323
C  -0.6526  0.1027  1.3649  0.090
C  -1.2677  -1.8561  -1.4572  -0.006
C  -0.4248  -0.8165  0.6040  -0.112
C  -0.2053  -1.9575  -0.2402  -0.162
N  1.5180  2.8964  0.5032  0.045
O  2.3274  3.6464  1.1720  0.203
H  0.2299  1.0681  0.2686  0.034
H  -1.9414  -2.6160  -1.3274  0.054
H  -0.7451  -1.8917  -2.3463  0.054
H  -1.6768  -0.9100  -1.3315  0.048
H  2.5170  4.3957  0.6426  0.147
H  -0.9240  0.7026  2.1614  0.059
H  -0.3573  -2.7944  0.3493  0.098
H  0.8188  -1.9878  -0.6220  0.126

=====

Entry x
Below is C5H8NO as an isolated structure, with properties calculated with wB97M-V/def2-TZVPD.

spin multiplicity: 1
gap between HOMO and LUMO: 10.9 eV
total charge: +1

Last column: Löwdin charge in e.
Positions of all 15 atoms, in Å:
C  0.2225  0.3279  -0.4376  -0.010
C  -1.2833  -0.9360  -0.0097  -0.179
C  0.9641  -0.5220  0.2786  -0.084
C  2.3816  -0.8378  -0.0194  -0.040
C  -2.0756  1.4156  0.1445  0.052
N  -1.1730  0.3140  -0.0930  -0.031
O  -1.4998  -2.0532  -0.0253  0.346
H  0.5195  0.8496  -1.3339  0.158
H  0.5766  -0.9368  1.2016  0.142
H  2.9741  0.0790  0.0028  0.104
H  2.4986  -1.2556  -1.0190  0.100
H  2.7943  -1.5356  0.7025  0.091
H  -2.2909  1.9212  -0.7973  0.116
H  -1.6056  2.1228  0.8294  0.118
H  -3.0033  1.0468  0.5758  0.118

=====

Which of them is most stable, and which least? Most stable: entry x; least stable: entry w.

=====

Entry w
Below is an isolated ion of composition C5H8NO and charge +1, with properties calculated with wB97M-V/def2-TZVPD.

SMILES: C[C@@]12[C@@H](O)[N@+]13C[C@@H]23
spin multiplicity: 1
gap between HOMO and LUMO: 12.0 eV
total charge: +1

Last column: Löwdin charge in e.
Positions of all 15 atoms, in Å:
C  0.2022  1.5347  -0.0947  0.029
C  0.1585  0.1548  -0.6444  -0.203
C  1.2811  -0.7658  -0.5092  -0.209
O  2.2743  -0.3909  0.2528  0.133
N  -0.0869  -1.1580  0.1658  0.084
C  -1.4593  -0.8190  0.5434  0.048
C  -1.0003  -0.7475  -0.8695  -0.038
H  1.2277  1.8953  -0.1541  0.104
H  -0.0976  1.5902  0.9502  0.105
H  -0.4468  2.1875  -0.6716  0.110
H  1.5576  -1.7609  -1.3113  0.264
H  2.9753  -1.0477  0.3745  0.158
H  -1.6328  0.0859  1.1085  0.121
H  -2.0317  -1.6830  0.8612  0.138
H  -1.2949  -1.3134  -1.7328  0.156

=====

Entry x
Below is a 2-piece molecular cluster, C5H8NO overall, with properties calculated with wB97M-V/def2-TZVPD.

spin multiplicity: 1
gap between HOMO and LUMO (alpha / beta): 8.2 / 8.2 eV
total charge: +1

Last column: Löwdin charge in e.
Positions of all 15 atoms, in Å:
C  2.7386  0.8837  -0.0391  0.164
C  -3.1553  0.1085  -0.3458  0.178
C  1.9613  -0.1586  -0.4204  -0.190
C  -2.0222  -0.4857  0.0799  -0.129
C  1.1644  -0.8503  0.4996  0.137
N  -0.8504  0.2078  0.2283  -0.080
O  -0.7287  1.3940  0.1958  0.114
H  3.4078  1.3712  -0.7274  0.091
H  2.7449  1.2361  0.9841  0.094
H  -4.0625  -0.4502  -0.5132  0.093
H  -3.1714  1.1715  -0.5569  0.094
H  1.9742  -0.4875  -1.4519  0.119
H  -1.9396  -1.5466  0.2772  0.118
H  1.2004  -0.5888  1.5465  0.104
H  0.7384  -1.8052  0.2434  0.092

=====

Entry y
Below is a 2-piece molecular cluster, C5H8NO overall, with properties calculated with wB97M-V/def2-TZVPD.

spin multiplicity: 1
gap between HOMO and LUMO (alpha / beta): 8.3 / 8.3 eV
total charge: +1

Last column: Löwdin charge in e.
Positions of all 15 atoms, in Å:
C  -0.7553  0.6365  -0.0700  0.187
C  0.8810  -1.3457  -0.5825  -0.140
C  1.3439  -0.5803  0.4338  -0.142
C  2.2068  0.6080  0.1625  -0.106
C  -3.0863  0.2864  0.6506  -0.011
N  -1.6126  0.0669  0.5176  0.086
O  0.5177  -1.7428  -1.6177  0.239
H  -0.3155  1.3544  -0.6509  0.114
H  1.3786  -0.9178  1.5037  0.154
H  1.6737  1.5306  0.2690  0.047
H  2.6216  0.7772  -0.7685  0.058
H  3.1488  0.8177  0.8654  0.152
H  -3.6269  -0.5244  1.2807  0.130
H  -3.4628  0.4942  -0.4564  0.148
H  -3.1279  1.2845  1.0800  0.086

=====

Which of them is most stable, and which least? Most stable: entry y; least stable: entry x.

=====

Entry w
Below is a 2-piece molecular cluster, C4H4INO2 overall, with properties calculated with wB97M-V/def2-TZVPD.

spin multiplicity: 1
gap between HOMO and LUMO (alpha / beta): 8.1 / 8.1 eV
total charge: 0

Last column: Löwdin charge in e.
Positions of all 12 atoms, in Å:
C  0.2233  -0.8394  1.3131  -0.618
C  -1.4228  0.5656  1.8407  -0.603
C  1.2030  0.2094  -0.6313  -0.177
C  0.1929  0.3549  -1.6665  -0.064
N  0.8968  -0.4824  0.3523  -0.058
O  -1.9832  -0.0209  2.6220  0.162
O  -1.1657  1.3527  1.0317  0.148
I  -0.1951  -2.8340  1.8052  0.792
H  2.2499  0.5105  -0.8969  0.150
H  0.1642  1.4458  -1.8390  0.101
H  -0.7295  -0.1436  -1.3758  0.092
H  0.5663  -0.1185  -2.5555  0.076

=====

Entry x
Below is C4H4INO2 as an isolated structure, with properties calculated with wB97M-V/def2-TZVPD.

spin multiplicity: 1
gap between HOMO and LUMO (alpha / beta): 5.7 / 7.6 eV
total charge: 0

Last column: Löwdin charge in e.
Positions of all 12 atoms, in Å:
C  0.9874  -0.6541  0.3874  0.088
C  2.3276  3.7023  -0.4714  -0.469
C  -1.7147  -2.4637  0.7302  0.089
C  -1.0735  -1.6932  -0.2667  -0.253
N  -0.1024  -0.7913  -0.0168  -0.182
O  3.0120  2.7893  -0.3564  0.191
O  1.7223  4.6569  -0.6253  0.214
I  -1.1622  1.5496  -1.1495  0.053
H  1.5507  0.2172  0.7896  0.096
H  -1.4805  -2.6480  1.6974  0.006
H  -2.7570  -2.9576  0.5599  0.097
H  -1.3097  -1.7074  -1.2784  0.070

=====

Which of them is most stable, and which least? Most stable: entry w; least stable: entry x.

=====

Entry w
Below is a 2-piece molecular cluster, C7H7F3O2P2S overall, with properties calculated with wB97M-V/def2-TZVPD.

spin multiplicity: 1
gap between HOMO and LUMO (alpha / beta): 7.8 / 7.8 eV
total charge: 0

Last column: Löwdin charge in e.
Positions of all 22 atoms, in Å:
C  3.0881  -0.3220  -1.7918  -0.085
C  2.1647  0.7093  -1.8493  -0.065
C  2.7410  -1.5656  -1.2934  -0.077
C  0.8639  0.5044  -1.3903  -0.130
C  1.4494  -1.7967  -0.8196  -0.102
C  0.6060  -0.7392  -0.9163  -0.112
C  -2.0710  0.6310  3.0548  -0.714
O  0.3937  0.2916  2.0782  -0.335
O  -1.1026  1.8680  0.9156  -0.437
F  -1.9265  1.6881  3.8367  0.161
F  -1.9214  -0.4802  3.7775  0.123
F  -3.3216  0.6287  2.5645  0.078
P  -2.5628  0.5828  -0.9333  0.514
P  -1.8052  -0.9476  0.3595  0.595
S  -0.9032  0.5899  1.5543  0.379
H  4.0983  -0.1499  -2.1322  0.105
H  2.4439  1.6808  -2.2272  0.109
H  3.4687  -2.3617  -1.2478  0.107
H  0.1282  1.2949  -1.4037  0.066
H  1.1657  -2.7489  -0.4061  0.105
H  -3.3749  -0.3345  -1.6204  -0.155
H  -3.6223  0.9770  -0.1096  -0.130

=====

Entry x
Below is a 2-piece molecular cluster, C7H7F3O2P2S overall, with properties calculated with wB97M-V/def2-TZVPD.

spin multiplicity: 1
gap between HOMO and LUMO (alpha / beta): 7.1 / 8.0 eV
total charge: 0

Last column: Löwdin charge in e.
Positions of all 22 atoms, in Å:
C  -3.4110  -1.1698  -0.2997  -0.087
C  -3.1235  0.1347  -0.7424  -0.080
C  -2.6166  -1.8377  0.5948  -0.078
C  -1.9634  0.7583  -0.2876  -0.118
C  -1.3975  -1.2805  0.9584  -0.100
C  -1.1875  -0.0279  0.5306  -0.052
C  3.8681  -0.2609  -0.2924  -0.713
O  1.7968  -1.8552  -0.1051  -0.344
O  1.4535  0.1572  -1.4147  -0.446
F  4.3883  -0.6900  -1.4351  0.153
F  4.3371  -0.9553  0.7189  0.140
F  4.1886  1.0456  -0.1472  0.066
P  1.0452  2.4929  -0.1060  0.428
P  1.4571  1.0546  1.3755  0.527
S  1.9461  -0.4230  -0.2333  0.386
H  -4.3867  -1.6476  -0.6084  0.125
H  -3.8613  0.7260  -1.3402  0.122
H  -2.8552  -2.7574  0.9737  0.085
H  -1.7771  1.8314  -0.5661  0.098
H  -0.8509  -2.0159  1.4213  0.089
H  0.6536  3.3659  1.0582  -0.115
H  2.2963  3.3548  -0.0531  -0.089

=====

Which of them is most stable, and which least? Most stable: entry w; least stable: entry x.

=====

Entry w
Below is a 2-piece molecular cluster, CH6N2 overall, with properties calculated with wB97M-V/def2-TZVPD.

SMILES: C=N.N
spin multiplicity: 1
gap between HOMO and LUMO: 9.4 eV
total charge: 0

Last column: Löwdin charge in e.
Positions of all 9 atoms, in Å:
C  1.3062  0.3101  0.3974  -0.136
N  1.3481  -0.6602  1.2569  -0.015
H  1.0748  1.3722  0.6329  0.064
H  1.1733  0.0517  -0.6667  0.057
H  2.1832  -1.2078  1.1171  0.032
N  -2.2158  0.3694  -1.1840  0.024
H  -1.7812  0.4738  -2.0888  0.007
H  -2.8381  -0.3732  -1.2990  -0.023
H  -1.5757  -0.1413  -0.5905  -0.009

=====

Entry x
Below is a 2-piece molecular cluster, CH6N2 overall, with properties calculated with wB97M-V/def2-TZVPD.

SMILES: C=N.N
spin multiplicity: 1
gap between HOMO and LUMO: 10.9 eV
total charge: 0

Last column: Löwdin charge in e.
Positions of all 9 atoms, in Å:
C  0.9294  1.7794  0.5114  -0.145
N  0.5280  2.4373  -0.4962  0.013
H  1.7211  2.2341  1.1008  0.054
H  0.4752  0.8354  0.8199  0.048
H  -0.1747  1.9173  -1.0230  0.032
N  -0.9306  -2.2341  -0.4335  0.012
H  -1.7819  -2.4759  0.0510  0.003
H  -0.3256  -3.0376  -0.5111  0.002
H  -0.4409  -1.4558  -0.0193  -0.020

=====

Which of them is most stable, and which least? Most stable: entry x; least stable: entry w.

=====

Entry w
Below is a 3-piece molecular cluster, CH6N2 overall, with properties calculated with wB97M-V/def2-TZVPD.

spin multiplicity: 1
gap between HOMO and LUMO (alpha / beta): 7.0 / 7.0 eV
total charge: 0

Last column: Löwdin charge in e.
Positions of all 9 atoms, in Å:
C  -0.9250  -0.0757  0.0281  -0.390
N  0.2904  -0.2567  0.5877  -0.188
N  1.3328  0.1083  -0.0388  0.039
H  -0.5757  -1.6129  -0.5473  0.095
H  2.2195  -0.0452  0.4151  0.122
H  1.3020  0.5394  -0.9602  0.126
H  -1.7710  -0.4022  0.6010  0.049
H  -1.0954  0.3695  -0.9433  0.053
H  -0.7776  1.3755  0.8577  0.095

=====

Entry x
Below is the molecule CH6N2, with properties calculated with wB97M-V/def2-TZVPD.

SMILES: NCN
spin multiplicity: 1
gap between HOMO and LUMO: 10.3 eV
total charge: 0

Last column: Löwdin charge in e.
Positions of all 9 atoms, in Å:
N  0.5675  -1.1740  0.5336  0.004
C  -0.0723  -0.2402  -0.4289  -0.380
N  -0.4993  1.0747  0.0184  -0.042
H  -0.1529  -1.3792  1.2334  0.066
H  1.1220  -0.7127  1.1773  0.014
H  -0.8461  -0.7966  -0.9018  0.089
H  0.6694  0.0232  -1.2399  0.107
H  -1.1122  1.5543  -0.6584  0.070
H  0.3239  1.6505  0.2664  0.072

=====

Which of them is most stable, and which least? Most stable: entry x; least stable: entry w.

=====

Entry w
Below is a 3-piece molecular cluster, C2H12N2O2 overall, with properties calculated with wB97M-V/def2-TZVPD.

SMILES: CNCN.O.O
spin multiplicity: 1
gap between HOMO and LUMO: 10.8 eV
total charge: 0

Last column: Löwdin charge in e.
Positions of all 18 atoms, in Å:
C  -0.4949  0.4196  2.0724  -0.120
N  -0.0653  -0.6900  1.2180  -0.152
C  -0.6420  -0.6159  -0.1448  -0.297
N  0.0144  0.3898  -0.9664  0.006
H  -0.2278  0.1864  3.0982  0.082
H  -1.5690  0.6097  1.9852  0.078
H  0.0293  1.3300  1.7819  0.075
H  -0.4384  -1.5387  1.6309  0.106
H  -0.4855  -1.5934  -0.6169  0.119
H  -1.7187  -0.3910  -0.1191  0.117
H  1.0176  0.2876  -0.8286  0.077
H  -0.1877  1.3149  -0.5823  0.080
O  -1.8040  0.7746  -3.2833  -0.094
H  -1.0729  0.7933  -2.6418  -0.023
H  -1.4556  1.1940  -4.0816  0.029
O  2.8008  -0.3820  1.3995  -0.093
H  3.4058  -0.9936  0.9660  0.026
H  1.9073  -0.7490  1.2575  -0.017

=====

Entry x
Below is a 3-piece molecular cluster, C2H12N2O2 overall, with properties calculated with wB97M-V/def2-TZVPD.

SMILES: NCCN.O.O
spin multiplicity: 1
gap between HOMO and LUMO: 10.6 eV
total charge: 0

Last column: Löwdin charge in e.
Positions of all 18 atoms, in Å:
N  2.6532  1.2751  -0.9224  -0.017
C  1.3249  0.7132  -0.4167  -0.277
C  0.4994  1.8497  0.3057  -0.234
N  -0.9113  1.4189  0.7484  -0.024
H  2.4673  2.0049  -1.5807  0.033
H  3.1685  0.5839  -1.5181  0.078
H  1.5655  0.0671  0.3597  0.070
H  0.5934  0.2438  -1.1876  0.116
H  1.1712  2.1448  1.0753  0.089
H  0.2317  2.5396  -0.5466  0.113
H  -0.9484  1.7172  1.7433  0.069
H  -1.6452  2.0618  0.4405  0.057
O  -2.8261  -3.9211  0.7253  -0.021
H  -2.0638  -3.4555  1.0428  0.011
H  -2.4989  -4.7801  0.6745  0.002
O  -0.5663  -1.7358  -0.2052  -0.122
H  -0.6934  -0.7577  -0.2624  -0.013
H  -1.5219  -1.9701  -0.4759  0.070

=====

Which of them is most stable, and which least? Most stable: entry w; least stable: entry x.

=====

Entry w
Below is a 3-piece molecular cluster, C2H12N2O2 overall, with properties calculated with wB97M-V/def2-TZVPD.

SMILES: CNCN.O.O
spin multiplicity: 1
gap between HOMO and LUMO: 10.7 eV
total charge: 0

Last column: Löwdin charge in e.
Positions of all 18 atoms, in Å:
C  0.6974  -1.7781  -0.8840  -0.118
N  0.7493  -0.3288  -1.0689  -0.154
C  -0.4981  0.3515  -0.6954  -0.289
N  -0.6232  0.5911  0.7372  0.018
H  1.6545  -2.2071  -1.1722  0.081
H  -0.1069  -2.2391  -1.4716  0.079
H  0.4996  -2.0327  0.1560  0.074
H  0.9359  -0.1294  -2.0453  0.114
H  -0.5065  1.3187  -1.1964  0.122
H  -1.3637  -0.2111  -1.0644  0.114
H  0.1555  1.1757  1.0047  0.075
H  -0.5108  -0.2915  1.2269  0.084
O  -2.9644  1.8031  1.7215  -0.101
H  -2.2032  1.3621  1.3325  -0.052
H  -3.7411  1.3822  1.3019  0.034
O  2.5755  0.7733  0.7961  -0.093
H  3.1817  0.1606  1.2225  0.027
H  2.0684  0.2994  0.0988  -0.015

=====

Entry x
Below is a 3-piece molecular cluster, C2H12N2O2 overall, with properties calculated with wB97M-V/def2-TZVPD.

SMILES: NCCN.O.O
spin multiplicity: 1
gap between HOMO and LUMO: 9.2 eV
total charge: 0

Last column: Löwdin charge in e.
Positions of all 18 atoms, in Å:
N  -0.3025  1.4226  3.0821  -0.020
C  -1.0705  1.4785  1.7922  -0.286
C  -0.2702  0.8604  0.6229  -0.302
N  -0.7556  1.2340  -0.7183  -0.003
H  -0.3251  0.4335  3.3259  0.053
H  0.6628  1.5979  2.8077  0.050
H  -2.0142  0.9622  1.9079  0.101
H  -1.2874  2.5277  1.5949  0.095
H  -0.3431  -0.2203  0.8324  0.101
H  0.8047  1.0481  0.6723  0.101
H  -1.7439  1.3949  -0.5633  0.058
H  -0.2788  2.0542  -1.0541  0.057
O  -0.2013  -1.7084  -1.9940  -0.070
H  -0.7721  -2.4555  -1.9207  0.010
H  0.6744  -2.1137  -2.1055  -0.024
O  2.2732  -2.9378  -2.4224  -0.044
H  2.0547  -3.3473  -3.2777  0.071
H  2.8949  -2.2310  -2.5822  0.053

=====

Which of them is most stable, and which least? Most stable: entry w; least stable: entry x.